The following is a quantum chemistry calculation of C11H15LiO3S as an isolated structure, from OMol25.

```
! RIJCOSX wB97M-V def2-TZVPD def2/J DEFGRID3
* xyz 0 1
Li -1.094 0.547 1.860
C 4.906 -0.302 -0.918
O 4.068 -1.359 -1.313
C 2.800 -1.391 -0.819
C 2.012 -2.485 -1.242
C 0.726 -2.605 -0.808
C 0.122 -1.683 0.079
C -1.233 -1.803 0.516
C -2.146 -2.910 0.024
O -1.768 -1.000 1.307
C 0.924 -0.567 0.525
O 0.511 0.338 1.315
C 2.254 -0.467 0.030
H 5.873 -0.502 -1.377
H 5.023 -0.262 0.169
H 4.531 0.664 -1.268
H 2.451 -3.210 -1.910
H 0.151 -3.447 -1.162
H -1.689 -3.647 -0.622
H -2.973 -2.441 -0.506
H -2.565 -3.410 0.895
H 2.807 0.395 0.370
C -1.706 4.267 0.794
S -2.348 2.587 1.041
C -3.997 2.732 0.294
H -2.281 4.973 1.386
H -1.742 4.527 -0.259
H -0.677 4.244 1.134
H -3.910 3.067 -0.734
H -4.607 3.418 0.875
H -4.425 1.736 0.324
*
```

E_HOMO: -7.377 eV
LUMO energy: 0.3868 eV
energy above the lowest of the compared OMol25 structures with the same formula, charge and spin: 0.040 eV